i | 14
Properties=species:S:1:pos:R:3:mulliken_charge:R:1 method="wB97M-V/def2-TZVPD" smiles="C/C(=C/C=O)OC=O" charge=0 e_homo_ev=-9.98 homo_lumo_gap_ev=10.1 lumo_ev=0.147
C -1.9674 -1.1123 0.0250 -1.147
C -0.5974 -0.6951 -0.1241 0.909
C 0.5033 -1.2921 0.3336 -0.570
C 1.8355 -0.7674 0.1096 0.073
O 2.0921 0.3933 -0.1946 -0.500
O -0.5133 0.3942 -0.9119 -0.343
C -0.4376 1.5639 -0.2089 0.093
O -0.5110 1.5989 0.9721 -0.459
H -2.4065 -1.2984 -0.9724 0.276
H -2.6408 -0.4364 0.6515 0.272
H -1.9601 -2.0335 0.5291 0.382
H 0.3190 -2.2085 0.8127 0.331
H 2.5379 -1.6487 0.1432 0.266
H -0.4096 2.3522 -0.9004 0.416


ii | 14
Properties=species:S:1:pos:R:3:mulliken_charge:R:1 method="wB97M-V/def2-TZVPD" charge=0 e_homo_ev=-8.03 homo_lumo_gap_ev=8.6 lumo_ev=0.523
C 0.2767 0.1655 2.0184 -1.059
C -0.8005 -0.7567 -1.4290 -0.636
C -0.4846 0.3265 -0.5260 1.249
C 0.4410 -0.0264 0.5495 -0.138
C 1.3904 -0.6249 -0.2026 -0.216
O 1.0077 -0.5768 -1.4881 -0.463
O -1.4352 -0.3971 -2.5395 -0.362
O -1.1205 1.4992 -0.6212 -0.459
H -1.5098 -1.1847 -3.1015 0.411
H -0.7743 2.1067 0.0514 0.361
H 2.2910 -1.1636 0.0518 0.419
H 1.2472 0.2913 2.4963 0.339
H -0.2071 -0.7029 2.4709 0.253
H -0.3220 1.0439 2.2697 0.299


iii | 14
Properties=species:S:1:pos:R:3:mulliken_charge:R:1 method="wB97M-V/def2-TZVPD" smiles="C=CCC(=O)C(=O)O" charge=0 e_homo_ev=-10.28 homo_lumo_gap_ev=9.1 lumo_ev=-1.191
C -1.3476 -2.0504 -0.9316 -0.654
C -1.0472 -1.4896 0.2321 -0.130
C -0.4580 -0.0167 0.2457 -0.551
C 1.0342 0.1954 0.6091 0.540
O 1.7760 -0.6922 1.1155 -0.524
C 1.3725 1.5959 0.4302 0.534
O 2.2329 2.3046 1.1163 -0.521
O 0.4065 2.2674 -0.4008 -0.487
H -1.2768 -1.4470 -1.8507 0.218
H -1.3918 -3.1035 -1.2027 0.268
H -0.7246 -2.1961 1.1152 0.232
H -0.4563 0.5973 -0.6839 0.325
H -1.0451 0.8423 0.8221 0.368
H 0.9252 3.1926 -0.6165 0.384


Quick one: least stable of them? ii


i | 9
Properties=species:S:1:pos:R:3:mulliken_charge:R:1 method="wB97M-V/def2-TZVPD" charge=0 e_homo_ev=-9.16 homo_lumo_gap_ev=9.9 lumo_ev=0.715
C -0.1884 -0.0420 -0.0091 0.497
C 1.7602 -0.6569 -0.0015 -0.046
H -2.0991 -1.2415 0.0492 0.158
H 2.6101 -1.2984 0.0948 0.423
H 0.3719 2.0292 -0.0077 0.201
N 0.5151 -1.1702 -0.0206 -0.523
N 1.8829 0.6556 0.0021 -0.661
N 0.5977 1.0486 0.0014 0.221
S -1.9552 0.0604 0.0030 -0.272


ii | 9
Properties=species:S:1:pos:R:3:mulliken_charge:R:1 method="wB97M-V/def2-TZVPD" charge=0 e_homo_ev=-9.60 homo_lumo_gap_ev=9.0 lumo_ev=-0.600
C -0.4996 0.3377 -0.4423 0.574
C -0.9407 -0.9421 0.0327 0.191
H 1.0611 -1.6225 1.6691 0.176
H 1.4450 1.4289 -0.1033 0.358
H -1.0765 2.2374 -0.5910 0.225
N 0.8362 0.4080 -0.4034 -0.369
N -1.4296 1.2727 -0.6514 -0.598
N -1.1822 -2.0960 0.2886 -0.402
S 1.7863 -1.0240 0.2010 -0.156


Quick one: least stable of them? ii


i | 14
Properties=species:S:1:pos:R:3:mulliken_charge:R:1 method="wB97M-V/def2-TZVPD" smiles="O[C@@H]1[C@@H]2NC=NO[C@@H]12" charge=0 e_homo_ev=-8.61 homo_lumo_gap_ev=9.1 lumo_ev=0.470
O -2.4226 0.1134 -0.6013 -0.557
C -1.4918 -0.2514 0.4270 -0.551
C -0.2595 0.5590 0.6348 -0.001
N 0.6765 1.4973 0.0212 -0.235
C 1.6658 0.6574 -0.2943 0.019
N 1.8503 -0.6691 -0.2304 -0.441
O 0.7414 -1.4543 0.2415 -0.275
C -0.2699 -0.6561 -0.2833 0.125
H -3.0923 0.7144 -0.0360 0.344
H -1.9310 -0.5252 1.3078 0.433
H -0.0285 0.0603 1.5933 0.161
H 0.6738 2.3853 0.4227 0.276
H 2.7746 0.9759 -0.5079 0.336
H -0.5023 -0.5347 -1.3427 0.365


ii | 14
Properties=species:S:1:pos:R:3:mulliken_charge:R:1 method="wB97M-V/def2-TZVPD" charge=0 e_homo_ev=-8.58 homo_lumo_gap_ev=8.5 lumo_ev=-0.083
C 2.2916 -0.5999 -0.0368 0.091
C 1.5715 0.6276 -0.0896 -0.391
C 0.1243 1.2196 0.0608 0.406
C -1.4194 0.6070 0.4473 -0.058
H 0.7264 -1.9278 0.0975 0.285
H 2.1191 -2.6429 -0.1982 0.313
H 3.3919 -0.5177 -0.5222 0.207
H 2.3179 1.5184 -0.4274 0.152
H -2.2020 1.3553 1.2805 0.310
H -2.6543 -2.1740 -0.5289 0.350
N 1.7757 -1.7528 0.3356 -0.532
N -1.3857 -0.7121 -0.3017 -0.220
O 0.0055 2.4031 -0.1619 -0.494
O -2.7351 -1.0885 -0.1166 -0.421


iii | 14
Properties=species:S:1:pos:R:3:mulliken_charge:R:1 method="wB97M-V/def2-TZVPD" charge=0 e_homo_ev=-8.71 homo_lumo_gap_ev=8.7 lumo_ev=0.016
C 0.9388 0.7947 -0.7538 -0.757
C 1.6345 0.1905 0.2303 0.111
C -0.2200 -0.2397 1.6113 -0.618
C -1.1033 -0.0983 0.3682 0.608
H 0.1564 -0.3294 -2.4854 0.384
H 1.4314 1.3015 -1.5183 0.586
H 2.7244 -0.2336 -0.1098 0.225
H -0.2004 0.6304 2.2273 0.301
H -0.5327 -0.8550 2.3431 0.419
H -2.4723 -0.9293 -0.7097 0.292
N -0.5537 0.8782 -0.6368 -0.052
N -2.0367 -0.9602 0.2414 -0.614
O -0.9529 0.3091 -2.0083 -0.553
O 1.1864 -0.4589 1.2005 -0.331


iv | 14
Properties=species:S:1:pos:R:3:mulliken_charge:R:1 method="wB97M-V/def2-TZVPD" charge=0 e_homo_ev="-8.18 / -8.18" homo_lumo_gap_ev="8.0 / 8.0" lumo_ev="-0.147 / -0.147"
C 1.0365 -0.2846 0.0667 0.132
C 0.2266 -1.4046 0.2309 0.322
N -0.3395 1.5046 1.1280 -0.654
C -0.9563 -0.1315 -0.7440 -0.096
C 0.1816 0.9253 -0.0695 -0.074
O 2.1131 -0.4174 -0.7344 -0.452
N -0.0281 -2.4099 0.8942 -0.585
O -2.0799 -0.1517 -0.2472 -0.591
H 2.5166 0.4504 -0.8818 0.349
H -0.8161 -2.9572 0.5447 0.286
H -1.1991 1.0233 1.3959 0.278
H -0.5448 2.4871 1.0003 0.233
H -0.7241 -0.2746 -1.8107 0.394
H 0.6136 1.6408 -0.7730 0.459


Quick one: least stable of them? ii


i | 14
Properties=species:S:1:pos:R:3:mulliken_charge:R:1 method="wB97M-V/def2-TZVPD" smiles="O=C1CNCC(=O)N1" charge=0 e_homo_ev=-9.93 homo_lumo_gap_ev=10.5 lumo_ev=0.559
O 2.2277 -1.1922 0.0620 -0.601
C 1.2619 -0.4199 -0.0181 0.275
C 1.2911 1.0291 0.2085 -0.240
N 0.1076 1.5375 -0.3650 -0.394
C -1.1961 1.0768 0.1198 -0.245
C -1.3262 -0.3729 -0.0547 0.326
O -2.3606 -1.0300 0.1091 -0.592
N -0.0465 -1.0017 -0.2166 -0.057
H 2.1776 1.4305 -0.3954 0.292
H 1.5288 1.1909 1.2855 0.230
H 0.1995 2.5545 -0.2551 0.256
H -1.4372 1.2326 1.1849 0.221
H -1.9998 1.7151 -0.3759 0.314
H -0.0175 -1.9750 -0.2738 0.215


ii | 14
Properties=species:S:1:pos:R:3:mulliken_charge:R:1 method="wB97M-V/def2-TZVPD" charge=0 e_homo_ev=-7.96 homo_lumo_gap_ev=8.6 lumo_ev=0.645
C -0.7858 -2.1022 0.8158 -0.541
C -0.0353 -0.0100 -0.1514 0.377
C -0.9529 1.1992 -1.5964 -0.108
C 0.7918 1.0208 -0.4089 0.556
H -0.8396 -2.0610 -0.2385 0.337
H -1.7403 -1.7470 1.4590 0.221
H -0.1071 -2.9176 1.4186 0.218
H -1.6207 1.8995 -2.1279 0.315
H 2.6367 0.3538 0.7546 0.358
H 1.4374 1.7531 1.0954 0.335
N -1.1457 0.2267 -0.8055 -0.544
N 1.9668 1.3637 0.2825 -0.728
O 0.2550 -0.8714 0.7941 -0.486
O 0.1396 1.8923 -1.2914 -0.310


iii | 14
Properties=species:S:1:pos:R:3:mulliken_charge:R:1 method="wB97M-V/def2-TZVPD" charge=0 e_homo_ev=-7.63 homo_lumo_gap_ev=8.1 lumo_ev=0.499
C -0.9427 -0.1455 -0.0396 0.182
C -0.4971 -1.4123 0.1545 -0.550
C 1.2945 -0.2882 0.0021 -0.124
C 0.3037 0.6164 0.0763 0.601
H -3.0445 -0.1442 -0.3850 0.256
H -2.2654 1.5748 -0.3734 0.277
H -1.1480 -2.2257 -0.2129 0.281
H 1.1839 -2.4263 0.6250 0.378
H 2.7080 1.0573 -0.5346 0.391
H 0.6837 2.4217 0.8704 0.375
N -2.2965 0.4667 0.0450 -0.608
N 0.7829 -1.5045 -0.1629 -0.210
O 2.6165 0.0737 -0.0111 -0.603
O 0.6209 1.9362 -0.0538 -0.646


Quick one: least stable of them? ii